# 1
A cluster of 7 separate species, C8H28IN8O8 in total in a non-equilibrium geometry. Source: the OMol25 dataset; level of theory: ωB97M-V with the def2-TZVPD basis set.

Summary:
Largest force on an atom ... 0.177 Eh/bohr
Frontier orbital gap ... 6.59 eV
Net charge ... -1
Energy ... -1659.3827 hartree
HOMO ... -4.6 eV
Molar mass ... 491.264 u
ΔE to the lowest compared entry with this formula, charge and spin ... 4.571 eV

Geometry as XYZ:
```
53
Properties=species:S:1:pos:R:3:forces:R:3
C 1.34682 -4.26413 -5.86973 1.035 -1.001 4.807
H 0.90745 -2.47803 -5.01050 0.061 -0.024 -0.419
H -5.84788 -3.30232 -2.25307 -0.098 -0.220 0.565
H 3.48157 6.09476 0.49422 -0.284 -0.440 0.075
H -0.06868 3.37453 4.11929 0.016 -0.104 -0.093
N 4.57162 -1.75941 0.78157 -0.728 2.557 1.234
C 0.57373 4.55173 5.49612 0.379 1.141 -0.696
C -6.29890 -2.33219 -2.04445 0.111 1.761 -0.251
H 0.80110 -2.72978 -6.78953 -0.358 1.557 0.937
O 2.83174 8.28041 0.15157 0.543 1.368 0.073
O 1.70612 -4.86632 -4.87293 0.429 -0.833 0.691
C -1.72878 -4.11338 2.01132 -3.077 -3.318 3.101
H -5.01369 -1.69584 -0.76586 0.252 0.159 0.462
H 1.60869 5.78104 7.01047 -0.491 0.285 -0.077
O -4.49229 -1.56771 -3.66556 -0.912 -0.259 0.717
N -1.79989 -3.87697 0.75040 0.511 0.559 -5.151
H 1.08300 5.15206 4.74223 -0.110 0.472 -0.114
C 1.39714 4.73502 6.78863 -0.279 -1.585 -1.828
H 2.10825 5.27349 -0.19866 0.233 0.186 0.083
H 4.90107 -1.27236 1.60276 -0.250 0.241 -0.340
O 0.79751 4.02269 7.80711 -0.141 -0.509 1.774
C -5.82607 -1.35912 -3.13114 0.519 0.549 -0.372
N 0.88287 -3.05721 -5.83757 -1.272 3.701 -0.475
H -1.60666 -3.00606 3.72606 0.148 -0.690 -0.366
N -1.45535 -3.06876 2.72943 2.217 4.208 2.572
H -3.92376 -1.07287 -3.07099 0.473 0.020 -0.166
H 0.68909 8.02478 -1.40322 0.280 -0.124 0.426
O -2.17199 -5.12998 2.55769 0.378 -0.518 -0.442
H -7.38865 -2.33965 -2.06688 0.059 -0.413 0.006
H -0.88463 -2.32593 2.35182 -0.282 0.075 0.048
H -6.49017 -1.26385 -3.99020 -0.098 -0.374 0.010
N 1.02978 7.30312 -0.78417 -3.818 -0.178 -1.976
H 3.98944 -3.43118 -0.91124 -0.013 0.370 0.491
H -0.16056 4.07968 7.78616 0.001 0.193 -0.210
I -0.50265 1.41274 -1.19401 0.013 -0.083 0.046
H 1.36999 -5.76281 -7.00557 -0.252 0.121 -1.090
H 0.74532 6.34549 -0.93292 -0.909 0.606 -0.683
H 0.83337 -4.13994 -7.67887 -0.039 -1.593 -0.898
O 0.41784 3.25323 4.93794 0.584 -0.348 0.996
H 5.10928 -4.56902 -0.45894 0.402 0.405 0.301
H -5.81573 -0.39629 -2.62030 -0.255 0.231 -0.180
C 5.25066 -2.88539 0.57079 2.044 3.061 2.728
H 3.65703 -1.53027 0.41947 0.220 -0.265 0.149
H 2.36931 4.26711 6.63355 0.154 -0.047 -0.027
H -2.26296 -4.50529 0.10938 0.422 -0.030 0.366
N 1.34146 -4.75463 -7.05912 0.397 -1.897 -3.490
N 2.55260 6.13013 0.09943 3.289 -5.959 2.098
C 2.17653 7.30600 -0.16738 0.605 4.418 -0.104
O 6.30543 -3.10746 1.11410 1.700 -0.472 1.428
O -5.97366 -1.70220 -0.77006 0.026 -1.388 -0.765
H -1.42739 -3.01150 0.38666 -0.305 -0.187 -0.185
N 4.73905 -3.64848 -0.27016 -3.421 -5.867 -6.026
H -0.43449 4.93832 5.64486 -0.108 0.484 0.244
```
Positions in Å, forces in eV/Å.

---

# 2
The ion C7H8NO2S with charge -1 in a non-equilibrium geometry. Source: the OMol25 dataset; level of theory: ωB97M-V with the def2-TZVPD basis set.

Summary:
Largest force on an atom ... 0.073 Eh/bohr
Frontier orbital gap ... 7.10 eV
Net charge ... -1
Energy ... -874.9325 hartree
HOMO ... -3.5 eV
Molar mass ... 170.213 u
ΔE to the lowest compared entry with this formula, charge and spin ... 0.502 eV

Geometry as XYZ:
```
19
Properties=species:S:1:pos:R:3:forces:R:3
H 1.59617 1.62821 -1.54220 0.254 -0.429 -1.060
H 1.89823 -0.18692 0.76578 3.440 -0.677 -0.573
C -2.21082 -1.05682 -0.34724 2.128 0.748 1.059
C -0.00053 -0.20535 -0.43540 -1.503 1.428 2.402
H 0.45942 -1.46428 2.28623 -0.569 0.809 0.032
O -2.84903 -0.61398 0.55085 -0.193 -0.044 -0.533
H 0.57751 2.98071 -0.97598 -0.403 0.268 -0.769
C 0.89472 -0.09313 0.73363 -3.473 1.443 0.021
O -0.81208 -3.09788 -2.74757 -0.805 0.877 0.698
C 0.36562 1.22263 0.14761 -1.403 -2.493 -0.197
C 0.24167 -0.38606 2.04407 -0.196 -2.230 -0.922
H -0.83603 -0.22690 1.86716 0.439 -0.094 0.804
C 1.17275 2.12603 -0.71165 1.260 1.755 2.383
S 0.32004 -0.95478 -1.86181 0.987 -0.604 -2.074
N -2.09735 -1.94336 -1.23872 -1.948 -0.262 0.489
C -1.03012 -2.15796 -1.98136 2.076 -1.012 -1.717
H 2.04459 2.63970 -0.15207 -0.942 -0.878 -0.532
H -0.44707 1.58132 0.82733 0.719 0.443 -0.952
H 0.71232 0.20882 2.77135 0.133 0.954 1.442
```
Positions in Å, forces in eV/Å.

---

# 3
The ion C11H15N2O with charge +1 in a non-equilibrium geometry. Source: the OMol25 dataset; level of theory: ωB97M-V with the def2-TZVPD basis set.

Summary:
Largest force on an atom ... 0.088 Eh/bohr
Frontier orbital gap (spin up / spin down) ... 6.81 / 6.46 eV
Net charge ... +1
Energy ... -612.4881 hartree
HOMO (spin up / spin down) ... -10.7 / -10.1 eV
Molar mass ... 191.254 u
ΔE to the lowest compared entry with this formula, charge and spin ... 4.184 eV

Geometry as XYZ:
```
29
Properties=species:S:1:pos:R:3:forces:R:3
H -2.28998 -1.89349 1.25731 -1.211 -0.581 1.433
C 2.11195 0.15483 -1.23636 1.218 0.855 -0.129
H 0.30390 0.51059 -4.16670 0.235 -0.327 1.250
H -1.42934 -0.02211 -2.69404 0.370 -0.422 0.937
H 3.16068 0.05928 -0.81729 -1.288 0.227 -0.788
C -2.73100 -0.37068 -0.63181 -0.479 0.608 1.222
C 1.04177 0.36608 -0.30747 -1.370 -0.329 0.988
C 0.15667 1.12824 1.81850 -1.269 -0.684 3.857
C 0.25555 -0.31944 2.53949 -3.618 2.688 -0.266
C -0.45198 0.02359 -2.17099 -2.655 0.833 -1.495
H -0.36890 -0.19150 3.46376 -0.168 -1.030 -1.160
H 2.63375 0.31003 -3.34000 -0.224 -0.135 0.886
C -1.39158 -1.54909 0.88488 3.459 2.179 -1.553
H 1.19202 -0.51831 2.91949 2.404 -0.433 0.269
C 1.15953 1.17139 0.81599 -0.164 -0.943 -2.077
C 1.84080 0.29050 -2.56507 1.367 -0.252 -1.677
H -0.90524 1.35544 1.58836 0.764 -0.279 -0.328
H -2.98433 -1.07819 -1.35088 -0.106 -1.469 -1.367
H 0.03654 -2.29552 2.14081 0.309 -0.412 -0.556
C -0.35641 -0.05822 -0.77468 2.682 0.357 -1.154
H -3.46682 -0.48030 0.16083 0.017 0.182 0.141
N -1.40332 -0.55390 -0.05776 -1.436 -0.322 -0.439
H 2.87598 1.95451 0.47428 -1.044 0.114 1.095
O 2.16701 1.95039 1.18551 2.265 -0.063 -1.548
H -2.84202 0.59099 -1.07812 0.082 0.755 -0.098
H 0.45855 1.87857 2.60888 -0.483 -0.850 -0.646
H 0.80589 -1.26036 0.88269 -2.615 -1.242 0.654
N -0.10015 -1.48855 1.53523 2.137 0.892 1.963
C 0.52049 0.33520 -3.08483 0.823 0.083 0.587
```
Positions in Å, forces in eV/Å.

---

# 4
An isolated molecule of C17H14N2S in a non-equilibrium geometry. Source: the OMol25 dataset; level of theory: ωB97M-V with the def2-TZVPD basis set.

Summary:
Largest force on an atom ... 0.099 Eh/bohr
Frontier orbital gap ... 7.85 eV
Net charge ... 0
Energy ... -1163.8690 hartree
HOMO ... -7.7 eV
Molar mass ... 278.380 u
ΔE to the lowest compared entry with this formula, charge and spin ... 0.000 eV

Geometry as XYZ:
```
34
Properties=species:S:1:pos:R:3:forces:R:3
C 2.26395 0.42491 -1.80979 0.580 0.760 -0.004
C -4.31763 -0.29520 0.04038 -1.546 -0.351 0.438
H -5.44452 -0.32060 -0.00883 1.408 0.323 0.062
C 3.45908 2.82290 -0.83357 -2.270 -2.073 -1.068
C -1.54914 -0.35684 0.19370 0.456 0.920 0.087
C 0.37915 -1.41379 2.26194 0.231 0.395 -0.191
H -4.09829 1.46607 -1.20402 0.187 -0.661 0.596
H -0.33123 -3.40477 2.58150 -0.304 1.227 -1.313
C 0.07221 0.98369 -0.75609 1.471 -2.581 1.094
H 1.31932 -1.63859 0.49533 0.263 0.968 -0.391
H -4.41944 -1.92620 1.33456 1.151 -0.472 -0.361
H 3.80754 3.78318 -0.52050 0.634 0.167 0.119
H 5.26105 1.80077 -1.73476 -0.357 1.038 0.260
C 1.51521 1.36672 -1.11549 -2.469 -0.536 -0.269
H 4.18330 -0.18872 -2.41883 0.079 0.817 0.135
H -1.24151 1.69846 -2.18197 -0.239 -0.085 1.155
C -1.72855 -2.54432 1.42410 0.501 -0.580 1.719
S -2.46750 -4.00960 1.61409 -1.268 -0.448 -0.582
C 0.93467 -0.71183 0.98232 0.121 -0.574 0.149
N -0.50851 -2.55631 1.98545 1.568 0.382 0.775
C -2.33310 -1.30959 0.86614 0.835 -2.048 0.134
H 1.36776 3.18922 -0.06454 0.731 -0.180 -0.280
C 4.17704 1.83154 -1.56055 1.242 0.588 1.222
C -3.69098 -1.33013 0.76880 -1.743 1.589 -0.052
H 1.26524 -1.86435 2.74862 -0.590 0.444 0.128
C -2.15419 0.60354 -0.62249 -2.484 -1.624 0.855
H -0.14808 -0.71533 2.92265 0.296 0.018 0.077
H 1.84443 -0.41549 -2.30881 -0.618 -0.668 0.189
C 2.05620 2.52631 -0.61628 1.732 1.033 0.018
C -0.15158 -0.04977 0.12208 1.920 -1.013 1.799
N -1.14790 1.23469 -1.26485 -0.969 3.841 -3.235
C -3.61383 0.67891 -0.58628 1.955 1.398 -2.421
C 3.62058 0.63695 -1.95657 -0.894 -0.746 -0.485
H 1.81927 0.00359 1.22257 -1.609 -1.269 -0.359
```
Positions in Å, forces in eV/Å.

---

# 5
A cluster of 2 separate species, C2HF2I2N in total in a non-equilibrium geometry. Source: the OMol25 dataset; level of theory: ωB97M-V with the def2-TZVPD basis set.

Summary:
Largest force on an atom ... 0.053 Eh/bohr
Frontier orbital gap ... 9.53 eV
Net charge ... 0
Energy ... -926.6377 hartree
HOMO ... -10.2 eV
Molar mass ... 330.841 u
ΔE to the lowest compared entry with this formula, charge and spin ... 0.392 eV

Geometry as XYZ:
```
8
Properties=species:S:1:pos:R:3:forces:R:3
I 0.30768 -0.72233 -3.54601 0.332 0.434 -0.197
H 1.22116 0.52459 -4.07534 -0.320 -0.436 0.186
N 0.83484 -1.69559 2.11709 -0.233 -0.162 -0.076
C -0.58289 0.26189 1.03619 0.447 0.066 2.706
F -1.72336 0.54842 1.73271 0.552 -0.394 -0.214
C 0.12814 -0.93201 1.63378 -0.223 0.964 -0.159
F -0.90950 0.03556 -0.18433 -0.361 -0.202 -1.996
I 0.72394 1.97947 1.28592 -0.195 -0.271 -0.250
```
Positions in Å, forces in eV/Å.

---

# 6
The ion C10H16NS with charge +1 in a non-equilibrium geometry. Source: the OMol25 dataset; level of theory: ωB97M-V with the def2-TZVPD basis set.

Summary:
Largest force on an atom ... 0.105 Eh/bohr
Frontier orbital gap ... 6.70 eV
Net charge ... +1
Energy ... -843.1214 hartree
HOMO ... -12.1 eV
Molar mass ... 182.312 u
ΔE to the lowest compared entry with this formula, charge and spin ... 4.717 eV

Geometry as XYZ:
```
28
Properties=species:S:1:pos:R:3:forces:R:3
C -1.46707 -1.46818 -0.53753 -0.365 0.492 -1.677
C 4.30478 -2.31613 0.40806 -0.066 -0.996 -1.811
C -0.52949 2.01838 -1.64374 2.823 -0.839 0.320
H -1.37981 2.49153 -1.97878 -2.337 1.009 -0.171
H -4.80796 -3.04247 0.66297 0.308 -1.831 -0.306
H 1.41111 1.25607 1.25644 -0.065 0.414 1.250
H 3.98753 -3.35723 0.36355 0.856 -0.467 -0.040
H -0.47771 3.25981 1.63664 -0.130 0.634 -1.258
C -0.42587 3.36005 0.51305 -2.851 -3.426 0.796
H 1.74143 1.46463 -0.40656 0.403 0.395 -0.184
H -1.16865 1.27979 0.30218 -0.517 0.020 0.148
H 0.44931 3.75570 0.19745 2.737 1.877 -0.658
C 1.95088 -1.15537 -0.12722 4.854 -2.066 1.141
C 0.85731 -0.32302 -0.00947 -2.333 0.066 -0.653
H 0.26769 2.59454 -2.17280 -0.092 -0.139 0.975
H -3.67159 -2.81143 1.94658 -1.489 0.598 0.039
H -0.47461 1.07862 -2.17796 -0.154 -0.577 0.126
H -1.28200 3.85872 0.00954 0.510 -0.027 0.892
C -0.37248 1.89398 -0.09215 1.148 1.143 -0.141
C -0.30485 -0.87267 -0.30192 -0.200 0.059 1.567
H -1.86331 -1.27234 -1.55026 -0.102 -0.567 0.471
C 0.98051 1.15343 0.29459 -1.443 -0.065 -2.131
C 3.04284 -1.67771 0.12649 -2.692 2.417 -0.007
H 4.89052 -2.16887 1.28605 -0.454 0.632 1.146
N -4.05859 -2.49849 1.04690 1.916 -1.104 -0.196
S -2.07994 -2.77436 0.38033 -0.298 0.251 -0.388
H -4.54146 -1.64852 0.95980 0.362 2.468 0.848
H 5.02147 -2.07843 -0.39225 -0.330 -0.370 -0.098
```
Positions in Å, forces in eV/Å.